ORCA calculation (the ωB97M-V functional and the def2-TZVPD basis) on a single H4NO2PS molecule at a distorted geometry.

XYZ file:
```
9
Properties=species:S:1:pos:R:3:forces:R:3
N 0.654 1.353 0.451 -1.153 0.953 0.679
O 1.280 -1.024 0.836 0.027 -0.262 0.815
O 0.832 -0.091 -1.382 -0.407 -0.452 -1.311
P -1.545 -0.971 0.060 0.490 -0.608 2.168
S 0.468 -0.212 -0.011 1.856 0.406 0.435
H 0.679 1.614 1.446 -0.260 -0.514 -0.668
H 0.008 1.926 -0.114 0.737 -0.071 0.541
H -0.863 -2.233 -0.151 -0.651 0.618 -0.595
H -1.514 -0.362 -1.135 -0.640 -0.070 -2.063
```
Positions in Å, forces in eV/Å.

Results
**SMILES string**: NS(=O)(=O)P
**Relative energy (zero: lowest compared OMol25 entry of this formula, charge and spin)**: 4.201 eV
**DFT total energy**: -947.1139 a.u.
**F_max**: 2.3 eV Å⁻¹